Entry 1:
Here is a molecular structure, C18H28N5O4S2Ti from the Open Molecules 2025 dataset. Energies are from ωB97M-V/def2-TZVPD.

```
! wB97M-V def2-TZVPD RIJCOSX def2/J DEFGRID3
* xyz -1 3
Ti 0.4078 -0.2067 -0.0292
N 2.7667 -2.6570 -2.7173
C 2.0861 -1.6281 -2.0609
S 0.3352 -1.6451 -2.1574
N 2.8351 -0.7757 -1.4481
N 2.1736 0.3516 -0.9521
C 2.4796 0.7141 0.3123
C 3.0749 -0.1835 1.3113
C 4.1463 0.1744 2.1224
C 4.6737 -0.6960 3.0668
C 4.1109 -1.9595 3.2061
C 3.0178 -2.3333 2.4412
C 2.4551 -1.4444 1.5175
O 1.3444 -1.7540 0.8706
H 2.2520 -3.5226 -2.7226
H 3.7073 -2.7533 -2.3608
H 2.4209 1.7790 0.5353
H 4.5901 1.1560 1.9851
H 5.5151 -0.3934 3.6773
H 4.5167 -2.6555 3.9321
H 2.5479 -3.3019 2.5643
C -1.8178 2.4072 -0.0099
C -2.8064 1.8199 -1.0312
N -2.3596 0.5640 -1.5607
C -2.6044 0.2638 -2.9436
C -1.9762 1.2662 -3.9145
S -0.2350 1.6660 -3.6510
C -0.3292 3.1764 -2.6568
C 0.2368 3.1080 -1.2441
N -0.4049 2.1815 -0.3160
H -1.9843 1.9421 0.9620
H -2.0470 3.4793 0.1114
H -2.9435 2.5105 -1.8621
H -3.7914 1.7687 -0.5355
H -2.4652 -0.2286 -0.9453
H -3.6805 0.2093 -3.2042
H -2.1782 -0.7202 -3.1405
H -2.5441 2.1996 -3.9512
H -2.0499 0.8475 -4.9203
H -1.3575 3.5372 -2.6525
H 0.2478 3.9447 -3.1777
H 0.1973 4.1379 -0.8492
H 1.2855 2.8105 -1.3018
H 0.0869 2.2524 0.5702
C -3.2560 -1.1588 1.9902
C -1.7622 -1.4340 1.8688
C -1.3691 -2.7583 2.4965
O -1.4794 -1.4560 0.4489
C -1.0042 -0.2682 2.5587
O -1.2009 -0.1064 3.7540
O -0.2662 0.4684 1.8077
H -3.8209 -1.9648 1.5182
H -3.5074 -0.2209 1.4893
H -3.5343 -1.0739 3.0390
H -1.9649 -3.5691 2.0682
H -1.5490 -2.7109 3.5695
H -0.3101 -2.9508 2.3211
H -0.9118 -2.2058 0.2007
*
```

electronic energy	-79551.026	eV
HOMO energy (alpha / beta)	-3.22 / -4.21	eV
expectation value of S²	2.009
HOMO-LUMO gap (alpha / beta)	5.8583 / 6.8452	eV

=====

Entry 2:
Here is 2 unconnected molecules or ions with the total composition C18H28N7O6S at a distorted geometry from the Open Molecules 2025 dataset. Energies are from ωB97M-V/def2-TZVPD.

```
! wB97M-V def2-TZVPD RIJCOSX def2/J DEFGRID3
* xyz 1 1
O -5.6459 1.3642 4.5771
O 3.2813 1.6740 -5.6178
O 0.0823 -1.2897 -4.6732
O 3.5603 0.7095 5.3184
O 2.2510 1.7137 3.4882
N -3.1250 -1.3966 1.2156
O -3.5786 1.3336 5.4908
C -4.4835 1.0009 4.5395
C 2.7461 1.9953 -4.5654
C 1.1165 -0.7333 -5.0316
C -0.1020 -1.8857 -1.7760
C 0.9579 -1.0192 -1.8161
C -0.5285 -0.2041 -0.4009
C -4.3413 -0.8144 1.1997
C -2.3885 -1.2394 2.3136
C -4.8171 -0.0343 2.2547
C -2.7825 -0.4619 3.4002
C -4.0291 0.1741 3.3959
N -1.0211 -1.3599 -0.8866
N 1.3468 -0.3839 -6.3011
N -1.1854 -1.9032 2.2241
N 2.1989 1.0998 -3.7390
N 1.6051 -0.5778 4.4003
N 0.6853 0.0199 -0.9429
C 2.6775 3.4454 -4.1480
C 0.4522 -0.6510 -7.4272
C -0.1648 -1.9158 3.2944
C 0.6309 -0.6035 3.3038
C 2.1804 -1.1678 -2.6939
C 1.0799 1.6031 5.9467
C 2.2026 -0.3491 -4.0055
S 2.2390 0.9553 4.7464
H -4.0830 1.8604 6.1323
H -0.2186 -2.7757 -2.3876
H -1.0237 0.4155 0.3423
H -4.9740 -0.9509 0.3276
H -5.8080 0.4070 2.1829
H -2.1429 -0.3634 4.2688
H -1.9172 -1.7672 -0.6087
H 2.1922 0.1482 -6.4837
H -1.2676 -2.7556 1.6737
H 1.7173 1.4500 -2.9315
H 2.4094 -1.1721 4.2264
H 1.3200 0.7709 -0.6966
H 3.1635 4.0551 -4.9101
H 1.6382 3.7531 -4.0525
H 3.1986 3.5790 -3.2018
H -0.5827 -0.4439 -7.1464
H 0.7218 -0.0178 -8.2746
H 0.5339 -1.6975 -7.7261
H -0.6303 -2.0787 4.2734
H 0.5265 -2.7489 3.1272
H -0.0661 0.2342 3.4122
H 1.1458 -0.4830 2.3445
H 3.0614 -0.9063 -2.1051
H 2.2815 -2.2238 -2.9537
H 0.0963 1.7100 5.4900
H 1.4329 2.5764 6.2910
H 1.0221 0.9171 6.7927
H 3.1516 -0.5902 -4.4908
*
```

electronic energy	-52667.010	eV
HOMO energy	-11.62	eV
HOMO-LUMO gap	8.6925	eV

=====

Here are the calculated energy relative to the best compared isomer or geometry (same formula, charge and spin) numbers, same order: 9.01 0.00 (kcal/mol).